C20H24N6O3S2 | ωB97M-V with the def2-TZVPD basis set

The calculation puts the HOMO energy at -8.2 eV. The charge is 0. For the HOMO-LUMO gap, the calculation gives 8.072 eV. The calculation puts the molar mass at 460.58 g/mol. Its LUMO energy is -0.15 eV.

Last column: Mulliken charge in e.
Cartesian coordinates (Å):
C: -1.29 1.57 -5.21  -1.130
H: -1.46 2.35 -5.95  0.429
H: -1.98 1.73 -4.39  0.248
H: -1.51 0.61 -5.66  0.268
C: 0.15 1.63 -4.72  -0.772
H: 0.82 1.37 -5.55  0.385
H: 0.39 2.66 -4.42  0.310
C: 0.47 0.71 -3.53  1.492
N: -0.19 1.21 -2.33  0.237
C: -1.41 0.94 -1.85  0.401
O: -2.25 0.22 -2.34  -0.638
C: -1.66 1.64 -0.50  -1.264
N: -0.82 1.09 0.55  0.725
C: 0.44 1.57 0.70  1.429
O: 0.84 2.51 0.00  -0.871
C: 1.34 0.95 1.65  0.193
C: 2.63 1.43 1.91  -0.484
N: 3.17 2.55 1.43  -0.292
H: 2.65 3.07 0.74  0.239
H: 4.13 2.74 1.68  0.208
C: 3.30 0.53 2.80  0.251
N: 2.61 -0.53 3.17  -0.673
S: 1.13 -0.55 2.51  0.152
C: 4.68 0.75 3.28  0.360
O: 5.35 1.71 2.92  -0.712
N: 5.12 -0.20 4.13  -0.340
H: 4.52 -0.96 4.37  0.248
H: 6.06 -0.14 4.50  0.240
C: -1.39 0.06 1.34  -2.212
C: -1.68 -1.16 0.76  0.251
C: -2.27 -2.12 1.56  0.579
C: -2.57 -1.88 2.92  -0.161
C: -2.29 -0.63 3.47  -0.629
C: -1.70 0.33 2.68  0.525
H: -1.47 1.31 3.08  0.462
H: -2.53 -0.44 4.50  0.428
N: -3.15 -2.93 3.57  -0.643
C: -3.30 -3.95 2.82  0.703
C: -3.88 -5.24 3.25  -1.124
H: -3.16 -6.04 3.12  0.298
H: -4.76 -5.47 2.64  0.297
H: -4.17 -5.17 4.29  0.334
S: -2.74 -3.74 1.15  -0.262
H: -1.47 -1.35 -0.28  0.639
H: -2.71 1.51 -0.22  0.421
H: -1.44 2.71 -0.59  0.458
H: 0.36 1.88 -1.79  0.337
C: 0.08 -0.74 -3.81  -1.936
H: 0.54 -1.07 -4.74  0.403
H: -0.99 -0.84 -3.88  0.493
H: 0.44 -1.38 -3.00  0.397
C: 1.98 0.79 -3.24  -2.001
H: 2.22 0.21 -2.35  0.409
H: 2.29 1.82 -3.08  0.431
H: 2.54 0.38 -4.08  0.463